Entry 1:
119
Properties=species:S:1:pos:R:3 method="wB97M-V/def2-TZVPD" orbital_gap_ev=5.04 spin_multiplicity=1 charge=+1 homo_energy_ev=-8.5674
Ta 0.57458 -0.12332 0.08300
C -5.29043 1.01826 -2.18215
C -5.47222 1.84487 -1.02717
C -4.93460 1.85733 0.22680
C -3.74250 1.32148 0.72958
N -3.44251 -0.33771 -1.47665
C -4.51172 -0.09385 -2.27000
N -2.83977 0.79770 1.25043
C -1.73797 0.73701 2.02881
N -0.60657 -0.08903 1.82673
C 0.14612 0.00438 3.00925
N 1.28678 -0.58423 3.33720
C 2.14128 -1.21708 2.56107
C 3.19541 -1.92879 3.21938
C 4.14416 -2.58969 2.51890
C 4.08075 -2.59096 1.10181
C 3.06916 -1.93430 0.50227
N 2.09527 -1.21930 1.18427
C -0.52213 0.87607 3.91360
C -0.16138 1.30773 5.19860
C -0.99789 2.18310 5.84338
C -2.19439 2.62671 5.22348
C -2.55923 2.21499 3.96641
C -1.69142 1.33089 3.29271
H -6.00045 1.17552 -2.98221
H -6.33925 2.49152 -1.10549
H -5.47435 2.40486 0.99251
H -4.74473 -0.86392 -2.99957
H 3.18744 -1.89044 4.29905
H 4.94135 -3.11211 3.03253
H 4.80561 -3.11708 0.49712
H 2.98166 -1.93561 -0.57109
H 0.75454 0.95028 5.65123
H -0.75267 2.53843 6.83504
H -2.84156 3.30691 5.76472
H -3.47701 2.56659 3.50907
C 0.11493 -3.05452 -4.40252
Sb 0.00138 -1.32404 -3.14213
C 0.11145 -2.01776 -0.95003
C 0.83245 -3.34679 -0.72341
C 0.97243 -3.89074 0.56002
C 1.51025 -5.15141 0.72201
C 1.92151 -5.86124 -0.39472
C 1.76131 -5.25308 -1.62649
N 1.21876 -4.04586 -1.78710
Si -1.69890 -2.67461 -0.68258
C -3.26167 -1.57870 -0.71758
C -2.12768 -3.96799 -1.95935
C -1.91571 -3.40865 1.01826
C 1.84205 -0.25344 -3.82486
C 2.68880 0.41795 -2.77087
C 3.70100 1.27346 -3.24489
C 4.65703 1.80447 -2.42178
C 4.62824 1.46055 -1.07916
C 3.58133 0.69763 -0.64576
N 2.58334 0.21199 -1.43474
Si 3.04569 -1.37716 -4.83913
C 4.71734 -0.64964 -5.27311
C 2.28880 -1.84554 -6.48785
C 3.53523 -2.83307 -3.79627
Si 1.10490 1.15386 -4.95365
C 2.19388 1.57955 -6.42098
C 0.96835 2.70649 -3.92644
C -0.55174 0.69597 -5.68376
H -0.55355 -3.80405 -3.98990
H 1.10911 -3.47883 -4.50155
H -0.26802 -2.73873 -5.37452
H 0.65362 -3.33274 1.42731
H 1.61586 -5.57020 1.71566
H 2.34783 -6.85197 -0.31578
H 2.07645 -5.75171 -2.53713
H -3.11631 0.47861 -0.99350
H -3.49107 -1.35003 0.33043
H -4.03888 -2.27816 -1.03767
H -2.41526 -3.49502 -2.90293
H -2.99271 -4.52935 -1.59240
H -1.32245 -4.67709 -2.16087
H -1.55456 -2.73679 1.80222
H -1.42500 -4.37390 1.13026
H -2.98768 -3.56642 1.18386
H 3.73157 1.48625 -4.30293
H 5.42746 2.45280 -2.82053
H 5.36968 1.80799 -0.37396
H 3.51924 0.46291 0.40002
H 4.70556 0.23254 -5.91389
H 5.22390 -1.44813 -5.82832
H 5.32417 -0.43005 -4.39427
H 2.78384 -1.29256 -7.28915
H 1.22072 -1.65421 -6.56596
H 2.44534 -2.91127 -6.67959
H 4.37498 -2.55084 -3.15172
H 3.87280 -3.65951 -4.43115
H 2.72045 -3.19343 -3.17177
H 2.80503 2.46368 -6.21883
H 1.55540 1.81401 -7.27754
H 2.85685 0.77824 -6.73407
H 0.64222 2.53265 -2.90137
H 0.26042 3.40166 -4.38822
H 1.93499 3.20890 -3.86053
H -0.52913 -0.27374 -6.19070
H -0.78849 1.45165 -6.43946
H -1.36352 0.68478 -4.95710
O -1.94689 1.99042 -2.72258
C -1.31301 1.42949 -1.94257
N -0.64985 0.85627 -1.08873
Br 1.48971 2.14536 0.89686
C -3.86757 6.33837 -0.05560
N -3.17833 5.95793 1.16635
C -3.23505 6.62830 2.38421
C -2.41808 5.98176 3.23277
N -1.87244 4.92711 2.51921
C -2.32553 4.90732 1.24149
S -1.91626 3.81334 0.03069
H -4.60390 7.10015 0.18604
H -4.35530 5.46558 -0.48415
H -3.15990 6.72577 -0.78607
H -3.85262 7.49643 2.53242
H -2.18227 6.17305 4.26419
H -1.20015 4.25405 2.85066

***

Entry 2:
86
Properties=species:S:1:pos:R:3 method="wB97M-V/def2-TZVPD" orbital_gap_ev=6.62 spin_multiplicity=1 charge=+3 homo_energy_ev=-15.8934
Ta 0.06643 0.04684 -0.20296
C 2.59917 -4.90482 1.52813
N 1.70253 -4.00442 0.80044
C 0.73387 -4.39733 -0.07665
C 0.11610 -3.26788 -0.51006
N 0.69693 -2.16960 0.08834
C 1.65432 -2.67104 0.88211
P 2.70886 -1.65933 1.93997
C 1.31159 -0.74595 2.65816
N 0.27611 -0.17199 2.01043
C -0.42141 0.52434 2.96843
C 0.16888 0.34331 4.17654
N 1.26096 -0.44706 3.96380
C 2.19030 -0.88511 5.01030
C 3.14717 -0.47795 0.62468
N 2.29030 0.06980 -0.25066
C 3.05127 0.79533 -1.13764
C 4.36088 0.67765 -0.78642
N 4.40254 -0.12033 0.32194
C 5.62962 -0.51023 1.02306
H 2.41760 -5.91356 1.17012
H 3.63437 -4.63742 1.33052
H 2.38806 -4.85823 2.59397
H 0.56573 -5.43267 -0.31447
H -0.69861 -3.22106 -1.20317
H -1.29216 1.11034 2.74973
H -0.09181 0.70663 5.15461
H 1.78987 -0.55760 5.96489
H 2.26683 -1.96929 5.00725
H 3.16593 -0.43078 4.85493
H 2.62710 1.34350 -1.95868
H 5.25252 1.08888 -1.22609
H 6.45948 0.00278 0.54676
H 5.57213 -0.20643 2.06546
H 5.77832 -1.58493 0.94386
Cl -2.95195 -2.99981 -6.35308
C -2.41140 -2.44574 -4.82540
C -1.13652 -1.89645 -4.70310
C -0.73218 -1.42584 -3.46404
Cl 0.87400 -0.82240 -3.23324
C -1.58026 -1.47942 -2.36680
O -1.12683 -0.93286 -1.20537
C -2.81701 -2.11960 -2.46195
C -3.64600 -2.43845 -1.27386
O -3.26949 -2.27685 -0.13670
C -3.22928 -2.58406 -3.70929
H -0.47519 -1.84237 -5.55580
H -4.58762 -2.95877 -1.50605
H -4.18764 -3.07726 -3.80568
O 1.66486 3.52785 -0.90902
S 0.51303 2.79676 -0.54993
O 0.20366 1.57479 -1.50557
O 0.55497 1.97969 0.70459
C -0.92159 3.76281 -0.54526
C -0.79641 5.10219 -0.88670
C -1.94632 5.88209 -0.94095
C -3.17847 5.30542 -0.68839
C -3.28310 3.95549 -0.36559
C -2.15156 3.15717 -0.27349
P -2.38486 1.38696 0.13167
C -3.56409 0.94338 -1.17234
C -4.85928 0.50854 -0.91908
C -5.72385 0.26651 -1.97982
C -5.30389 0.46276 -3.28546
C -4.01191 0.90897 -3.54428
C -3.14510 1.14833 -2.49283
C -3.23240 1.36102 1.71970
C -3.39960 2.50752 2.49650
C -4.00450 2.41206 3.74174
C -4.44106 1.18284 4.21191
C -4.26713 0.03778 3.44392
C -3.65658 0.11859 2.20284
H 0.17430 5.52152 -1.10706
H -1.87514 6.93032 -1.19332
H -4.07680 5.90442 -0.74937
H -4.26353 3.53070 -0.19082
H -5.21000 0.36393 0.09284
H -6.73591 -0.05808 -1.77949
H -5.98865 0.28738 -4.10417
H -3.68928 1.08261 -4.56186
H -2.14656 1.51701 -2.70375
H -3.06150 3.47311 2.14590
H -4.14255 3.30220 4.33925
H -4.92266 1.11665 5.17778
H -4.61169 -0.91865 3.81184
H -3.51594 -0.78084 1.61901

***

Entry 3:
9
Properties=species:S:1:pos:R:3 method="wB97M-V/def2-TZVPD" orbital_gap_ev=6.76 spin_multiplicity=1 homo_energy_ev=-7.9524
C -0.02268 -0.82998 -0.46483
O -0.04168 1.98653 0.41839
Si -0.59032 0.49541 0.74158
I -4.04448 -0.08589 -0.23932
H -0.06080 -1.80751 -0.03354
H -0.66529 -0.79752 -1.45690
H 1.04006 -0.68095 -0.74721
H -0.21972 2.60976 -0.33302
H -1.04339 0.22197 2.12709

***

Entry 4:
22
Properties=species:S:1:pos:R:3 method="wB97M-V/def2-TZVPD" orbital_gap_ev=9.51 spin_multiplicity=1 smiles=CCCNCC.O homo_energy_ev=-8.7278
C -0.50201 0.18812 2.17975
C -1.46820 -0.98822 2.14832
C 0.40297 0.35568 0.91247
N -0.40126 0.55681 -0.41656
C -0.63931 -0.54739 -1.37122
C -1.01833 0.01808 -2.75184
H 0.21494 0.11751 3.01808
H -1.04921 1.20463 2.34064
H -2.53591 -0.64779 2.41374
H -1.52208 -1.42431 1.12191
H -1.25876 -1.70671 2.87865
H 0.89040 1.32236 1.09977
H 1.07280 -0.45231 0.84116
H -1.29760 0.76198 -0.03744
H -1.41368 -1.16163 -1.00386
H 0.27023 -1.15347 -1.54134
H -1.44296 -0.75534 -3.40214
H -0.19171 0.75873 -3.12343
H -1.80558 0.82917 -2.57469
H 4.04404 0.31955 -1.01848
H 2.55371 0.44620 -1.22976
O 3.20369 0.43576 -0.44647

***

Entry 5:
112
Properties=species:S:1:pos:R:3 method="wB97M-V/def2-TZVPD" orbital_gap_ev=1.38 spin_multiplicity=1 charge=+1 homo_energy_ev=-6.5635
C 3.29407 2.42482 3.65645
C 3.43059 2.29679 2.05153
C 3.16800 0.74489 1.69926
C 2.76019 0.35528 0.23071
Br 3.83093 1.80383 -0.72519
C 1.16559 0.51535 -0.03177
N 0.43030 0.89259 1.23680
C 0.05815 2.28713 1.43548
C 0.00409 2.56435 3.03337
N 0.71252 1.51020 -0.94661
C -0.55549 1.31788 -1.66623
C -1.89071 1.02752 -0.89171
O 0.52017 -0.71728 -0.45590
C 0.92927 -1.96507 -0.00632
O 0.38307 -2.93290 -0.97327
C -0.79266 -2.59764 -1.61456
O -1.01262 -1.82866 -2.50090
C -2.08086 -3.49922 -1.35105
C -1.87742 -4.94004 -1.67609
C -2.93106 -5.93593 -1.44028
C -4.20534 -5.41503 -0.85540
C -4.40788 -3.98253 -0.56119
C -3.33338 -2.98000 -0.80138
C 0.00332 -2.31210 1.23411
Br -0.51113 -4.25773 1.46657
C 0.21697 -1.79422 2.72666
C -1.15583 -1.14261 3.27996
Br 0.38074 -3.36080 4.00609
C 2.56402 -2.24676 -0.07519
O 2.70648 -3.00905 -1.25501
C 3.78759 -3.74089 -1.51916
N 4.78386 -4.31614 -1.52542
C 2.97644 -2.98057 1.27112
Cl 3.48581 -2.23100 2.88557
C 2.93320 -4.35860 1.44842
C 2.44031 -5.38746 0.39790
Cl 3.39558 -5.18261 2.99153
N 3.35265 -0.93208 -0.40765
S 4.97103 -1.36958 0.37081
C 3.96449 -0.75555 -1.80072
Cl 5.81800 -0.77526 -2.14011
C 3.38139 -0.64905 -3.04849
C 1.86584 -0.64573 -3.24303
Cl 4.28437 -0.49149 -4.60389
H 3.24372 3.48785 3.99878
H 2.46380 1.80930 4.08229
H 4.25378 1.96451 4.05902
H 4.51536 2.57878 1.91142
H 2.70417 3.01491 1.62372
H 2.48330 0.41092 2.53001
H 4.15214 0.35966 2.10441
H -0.42628 0.34073 1.23097
H 0.67607 3.11304 1.02364
H -1.00725 2.54446 1.14028
H 0.69565 3.43041 3.26871
H 0.30558 1.64770 3.60454
H -1.02136 2.93055 3.34800
H 1.35048 1.92555 -1.61594
H -0.52690 0.58268 -2.53290
H -0.73590 2.30397 -2.20407
H -2.65780 0.74906 -1.67968
H -1.83949 0.09672 -0.23297
H -2.35564 1.91337 -0.35092
H -0.89733 -5.29107 -2.09865
H -2.80341 -7.04034 -1.64493
H -5.00405 -6.17575 -0.63368
H -5.38163 -3.66182 -0.11604
H -3.46783 -1.90236 -0.55108
H -1.01246 -1.87163 0.95826
H 0.98526 -1.01499 2.91025
H -1.74319 -0.61388 2.48349
H -0.91455 -0.37438 4.07183
H -1.84194 -1.93909 3.69515
H 3.28379 -5.87399 -0.18050
H 1.92613 -6.24851 0.92365
H 1.67475 -4.98839 -0.32540
H 5.60822 -0.19166 0.66637
H 1.51647 0.40736 -3.17099
H 1.38102 -1.42988 -2.63729
H 1.63703 -0.94634 -4.35415
C -0.84221 -0.49613 -5.40339
O 0.44759 -0.13083 -5.50189
H -1.10934 -1.51812 -5.76065
H -1.28779 -0.50621 -4.38531
H -1.58593 0.11873 -5.94926
N -4.71019 3.18262 0.31845
O -4.65540 2.92904 -0.89352
O -3.93734 2.58638 1.11837
O -5.51684 4.01887 0.75086
C -1.01648 4.76758 -5.28588
C -1.43442 3.89330 -6.43462
O -1.93682 2.73334 -5.78449
C -2.31296 3.10056 -4.53311
O -2.92274 2.40368 -3.78675
O -1.89891 4.36732 -4.24401
H -1.12954 5.82934 -5.50466
H 0.01286 4.57775 -4.96906
H -2.23529 4.33859 -7.03143
H -0.60220 3.64108 -7.09133
C -3.20105 6.74789 2.57214
Cl -3.27967 5.04683 2.09795
Cl -4.63685 7.16461 3.52715
Cl -1.73992 7.03025 3.55149
Cl -3.14180 7.76720 1.12193
C -1.89854 1.91777 6.28825
C -0.43849 1.98269 6.29027
N 0.71031 2.04436 6.29162
H -2.33976 2.87139 5.99241
H -2.26479 1.16042 5.59280
H -2.28867 1.67007 7.27689
Na -3.08142 -8.66314 -0.46519
Na 1.81022 -1.63169 5.62263

***

Entry 6:
25
Properties=species:S:1:pos:R:3 method="wB97M-V/def2-TZVPD" orbital_gap_ev="7.11 / 7.39" spin_multiplicity=1 charge=+2 homo_energy_ev="-16.4175 / -16.6957"
C 0.80841 0.82825 0.82573
C -0.25603 0.94115 0.03253
C 0.95462 -0.51393 1.38049
C -0.67400 -1.32660 -1.03154
C -0.84552 2.07512 -0.73597
C 2.07416 -0.71469 2.32197
N 0.14424 -1.41405 1.05058
N -1.47858 -2.33695 -1.09829
N 0.45982 -1.18254 -1.77100
N -4.36820 0.31014 1.41085
N -1.05852 -0.24064 -0.15994
O -3.98310 0.83888 2.28648
O -4.85173 -0.15832 0.54011
O -2.19349 -0.22648 0.40648
H 1.43819 1.64169 1.02861
H -0.62067 1.91274 -1.77080
H -0.38683 3.08217 -0.71242
H -2.00997 2.03728 -0.57155
H 2.55410 0.21960 2.34985
H 2.91149 -1.45018 2.10204
H 1.71431 -0.88200 3.39936
H -1.11769 -3.03595 -1.65740
H -2.30032 -2.37035 -0.63201
H 0.68173 -1.78242 -2.51008
H 1.09043 -0.41799 -1.60791

***

Entry 7:
11
Properties=species:S:1:pos:R:3 method="wB97M-V/def2-TZVPD" orbital_gap_ev=8.56 spin_multiplicity=1 homo_energy_ev=-9.0222
C 0.08611 -1.75674 -0.69372
C 0.52997 -0.45539 -0.10678
O 1.67812 -0.11495 0.08938
C -0.57706 0.54096 0.23034
O -1.76893 0.31480 0.10861
C -0.10232 1.66353 0.98988
O 0.00616 2.85990 0.50553
H -0.59438 -2.26269 -0.00072
H 0.95295 -2.38105 -0.90838
H -0.48607 -1.56576 -1.60774
H 0.27545 3.15740 1.39361

***

Entry 8:
92
Properties=species:S:1:pos:R:3 method="wB97M-V/def2-TZVPD" orbital_gap_ev="7.54 / 3.60" spin_multiplicity=5 s2=6.03 charge=+2 homo_energy_ev="-13.0671 / -13.4161"
Pd -0.22521 0.13705 0.40540
Br 2.92979 -7.27263 -1.64396
C 2.66146 -5.56686 -0.85524
C 2.35053 -5.48155 0.49626
C 2.00215 -4.25755 1.02685
C 2.00058 -3.12150 0.22536
C 2.41817 -3.19854 -1.10171
C 2.73438 -4.42691 -1.64897
C 1.36820 -1.87844 0.71913
O 0.22769 -1.98220 1.24205
O 1.87039 -0.74140 0.53206
H 2.34816 -6.36376 1.11755
H 1.72684 -4.16493 2.06486
H 2.45691 -2.29937 -1.70027
H 3.02384 -4.50334 -2.68618
O -2.11651 1.22295 0.40415
Si -3.17069 1.58544 1.49518
C -4.86267 0.71875 1.09046
C -5.32024 -0.29214 1.91703
C -6.45339 -1.00629 1.55239
C -7.13055 -0.69464 0.38842
C -6.67841 0.33230 -0.42096
C -5.54172 1.04638 -0.06856
C -2.57394 1.10675 3.23561
C -3.27709 1.42383 4.39569
C -2.81033 1.00983 5.63120
C -1.63471 0.28425 5.72928
C -0.91468 -0.02469 4.58490
C -1.38902 0.38915 3.35414
C -3.75280 3.42953 1.49482
C -4.92538 3.80499 2.12006
C -5.24797 5.15113 2.20299
C -4.39934 6.09860 1.66006
C -3.24052 5.70964 1.01403
C -2.91892 4.36394 0.91113
H -4.81132 -0.53499 2.83796
H -6.80100 -1.80179 2.19311
H -8.02143 -1.24069 0.11836
H -7.20693 0.59492 -1.32277
H -5.19448 1.85084 -0.69774
H -4.19219 1.99382 4.33938
H -3.36727 1.25484 6.52217
H -1.27769 -0.04787 6.69286
H 0.00288 -0.58948 4.64995
H -0.82354 0.12200 2.44188
H -5.59985 3.07415 2.53907
H -6.16799 5.44458 2.68381
H -4.64947 7.14596 1.72883
H -2.58253 6.44482 0.57637
H -2.03207 4.04994 0.38407
C 1.33352 3.36368 -3.26874
C 2.81117 3.08596 -3.03782
C 3.09353 1.60529 -2.89224
S 2.49080 0.80615 -1.32568
O 1.00998 1.10010 -1.30776
C 3.26021 1.92131 -0.06494
C 2.36381 3.03809 0.46273
C 1.47085 2.59857 1.62339
H 1.14054 4.43104 -3.30209
H 0.73308 2.92780 -2.47321
H 1.00374 2.92895 -4.20797
H 3.17607 3.63166 -2.16734
H 3.38616 3.44710 -3.89486
H 4.16079 1.38448 -2.89160
H 2.62035 1.03740 -3.69276
H 4.16695 2.31264 -0.52201
H 3.54937 1.25088 0.74384
H 1.73105 3.43878 -0.33217
H 3.00878 3.84998 0.81221
H 0.73328 1.82669 1.28906
H 0.91286 3.45546 1.99977
H 2.06583 2.18911 2.44025
C -2.95699 -1.00654 -1.83803
P -1.67709 -1.66989 -0.70192
C -2.68943 -2.35571 0.66109
C -1.05238 -3.12974 -1.58807
C -0.96351 -4.37551 -0.97102
C -0.67776 -5.49563 -1.73060
C -0.44804 -5.37989 -3.09310
C -0.47838 -4.13170 -3.69867
C -0.76233 -3.00642 -2.94768
H -2.50401 -0.56116 -2.71906
H -3.51899 -0.23977 -1.31098
H -3.62078 -1.81414 -2.14299
H -3.39551 -3.08003 0.25146
H -3.23289 -1.53984 1.13446
H -2.04875 -2.83385 1.39953
H -1.13032 -4.47119 0.08999
H -0.65799 -6.46627 -1.26119
H -0.24909 -6.26163 -3.68245
H -0.29662 -4.04290 -4.75916
H -0.77416 -2.03003 -3.41357

***

Repeat the seventh record exactly.
11
Properties=species:S:1:pos:R:3 method="wB97M-V/def2-TZVPD" orbital_gap_ev=8.56 spin_multiplicity=1 homo_energy_ev=-9.0222
C 0.08611 -1.75674 -0.69372
C 0.52997 -0.45539 -0.10678
O 1.67812 -0.11495 0.08938
C -0.57706 0.54096 0.23034
O -1.76893 0.31480 0.10861
C -0.10232 1.66353 0.98988
O 0.00616 2.85990 0.50553
H -0.59438 -2.26269 -0.00072
H 0.95295 -2.38105 -0.90838
H -0.48607 -1.56576 -1.60774
H 0.27545 3.15740 1.39361